The following is a quantum chemistry calculation of C22H22BF2MnN4O2 as an isolated structure, from the Open Molecules 2025 dataset.

Element x y z (Å)
Mn1 -0.423 1.068 -0.603
O1 -1.556 -2.356 3.389
C1 -1.981 -3.011 2.300
C2 -2.334 -4.356 2.437
C3 -2.775 -5.082 1.347
C4 -2.876 -4.487 0.094
C5 -2.526 -3.156 -0.049
C6 -2.079 -2.401 1.033
C7 -1.699 -0.980 0.811
O2 -1.751 -0.499 -0.393
N1 -1.267 -0.314 1.855
N2 -0.878 0.981 1.445
C8 -1.710 1.949 1.822
C9 -1.870 3.081 1.005
C10 -2.594 4.238 1.411
C11 -2.726 5.291 0.557
C12 -2.142 5.225 -0.731
C13 -1.476 4.071 -1.076
N3 -1.338 3.018 -0.266
H1 -1.337 -1.423 3.085
H2 -2.246 -4.808 3.417
H3 -3.042 -6.124 1.475
H4 -3.217 -5.059 -0.760
H5 -2.582 -2.660 -1.009
H6 -2.329 1.837 2.710
H7 -3.025 4.261 2.404
H8 -3.276 6.173 0.864
H9 -2.218 6.042 -1.434
H10 -1.032 3.961 -2.059
C14 1.307 -2.150 -1.632
N4 2.081 -2.229 -0.409
C15 3.448 -2.612 -0.679
C16 1.958 -1.034 0.426
C17 2.481 0.267 -0.159
C18 3.844 0.539 -0.030
C19 4.403 1.705 -0.527
C20 3.584 2.632 -1.154
C21 2.225 2.374 -1.274
C22 1.635 1.201 -0.786
H11 1.295 -3.130 -2.115
H12 1.711 -1.421 -2.350
H13 0.277 -1.867 -1.408
H14 3.454 -3.589 -1.168
H15 4.004 -2.697 0.258
H16 3.986 -1.905 -1.332
H17 2.490 -1.240 1.360
H18 0.905 -0.931 0.692
H19 4.476 -0.175 0.489
H20 5.464 1.893 -0.414
H21 3.996 3.555 -1.544
H22 1.607 3.121 -1.760
F1 -0.171 -0.037 -3.454
B1 -0.167 1.063 -2.690
F2 0.012 2.186 -3.420

Forces on atoms 1 to 6 (eV/Å):
Mn -0.171 -0.072 0.228
O 0.015 0.112 -0.021
C -0.036 -0.043 -0.123
C 0.017 0.058 0.015
C -0.023 -0.044 0.005
C 0.003 0.003 -0.019

Results
**HOMO (spin up / spin down)**: -3.0 / -5.2 eV
**Multiplicity**: 6
**Relative energy (zero: lowest compared OMol25 entry of this formula, charge and spin)**: 22.16 kcal/mol
**F_max**: 0.307 eV Å⁻¹
**Orbital gap (spin up / spin down)**: 0.214 / 0.292 Eh
**<S²>**: 8.934
**Total charge**: -1

Atomic partial charges in e from the natural (NBO) method, atoms 1 to 4: 1.289 -0.714 0.432 -0.314



The following is a quantum chemistry calculation of C22H22BrClCrF9NOS3 as an isolated structure in a non-equilibrium geometry, from the Open Molecules 2025 dataset.

Element x y z (Å)
Cr1 0.384 0.360 -0.215
C1 4.049 0.651 -0.316
C2 3.848 -0.340 0.789
S1 2.132 -0.662 1.385
C3 2.186 0.426 2.879
C4 0.929 1.168 3.173
S2 0.166 2.045 1.762
C5 1.282 3.325 1.416
C6 2.745 3.077 0.785
S3 2.683 1.877 -0.600
H1 4.088 0.211 -1.271
H2 4.998 1.229 -0.234
H3 4.261 -0.089 1.760
H4 4.274 -1.307 0.545
H5 3.080 1.084 2.739
H6 2.455 -0.262 3.699
H7 1.210 1.924 3.986
H8 0.124 0.478 3.544
H9 1.397 3.915 2.357
H10 0.672 3.892 0.709
H11 3.445 2.623 1.466
H12 3.262 3.974 0.398
Cl1 -0.310 -1.745 4.111
C7 -0.654 -2.581 2.664
C8 0.103 -3.582 2.214
C9 -0.186 -4.315 1.014
C10 -1.162 -3.907 0.199
C11 -1.931 -2.737 0.457
C12 -1.704 -2.059 1.814
C13 -2.421 -0.943 2.124
H13 0.950 -3.928 2.744
H14 0.198 -5.215 0.847
H15 -1.421 -4.535 -0.700
H16 -2.987 -2.946 0.345
H17 -2.364 -0.361 3.074
H18 -3.119 -0.549 1.412
F1 -1.748 0.519 -3.537
C14 -2.488 1.515 -3.017
F2 -2.752 2.295 -4.073
F3 -3.633 1.022 -2.634
C15 -1.638 2.215 -1.889
O1 -1.014 1.277 -1.181
C16 -0.640 3.241 -2.548
F4 0.251 3.626 -1.581
F5 -1.275 4.347 -2.967
F6 0.218 2.733 -3.469
C17 -2.626 2.978 -1.061
F7 -3.268 2.206 -0.191
F8 -3.580 3.639 -1.699
F9 -1.972 3.948 -0.385
Br1 2.280 -1.942 -1.750
C18 0.374 -2.093 -1.961
C19 -0.139 -2.958 -2.844
C20 -1.605 -2.942 -2.914
C21 -2.339 -2.395 -1.914
C22 -1.686 -1.793 -0.754
N1 -0.273 -1.429 -1.026
H19 0.496 -3.445 -3.531
H20 -2.064 -3.504 -3.738
H21 -3.426 -2.431 -1.885
H22 -2.117 -0.822 -0.524

Forces on atoms 1 to 6 (eV/Å):
Cr -0.021 -0.406 -0.014
C -0.071 2.364 0.668
C -0.680 -0.741 1.085
S -0.074 -0.090 -0.171
C 1.591 -0.723 -0.424
C -0.661 0.937 1.072

Results
**HOMO (spin up / spin down)**: -6.5 / -6.6 eV
**Multiplicity**: 5
**F_max**: 4.170 eV Å⁻¹
**Orbital gap (spin up / spin down)**: 0.233 / 0.237 Eh
**<S²>**: 6.015

Atomic partial charges in e from the natural (NBO) method, atoms 1 to 4: 1.032 -0.522 -0.521 0.231



The following is a quantum chemistry calculation of C22H22BrClN2O4S2V as an isolated structure, from the Open Molecules 2025 dataset.

Element x y z (Å)
V1 -0.264 0.392 1.220
C1 -0.148 2.746 -0.949
N1 0.685 1.651 -0.406
C2 1.321 0.945 -1.568
C3 0.393 0.120 -2.449
N2 0.219 -1.267 -2.033
C4 1.433 -2.046 -2.155
C5 -0.956 -1.871 -2.528
C6 -0.900 -2.893 -3.479
C7 -2.053 -3.464 -4.001
C8 -3.298 -3.033 -3.578
C9 -3.372 -2.060 -2.591
C10 -2.227 -1.481 -2.057
S1 -2.463 -0.278 -0.779
C11 1.765 2.125 0.459
C12 2.117 3.467 0.547
C13 3.129 3.876 1.395
C14 3.795 2.940 2.174
C15 3.444 1.606 2.101
C16 2.431 1.163 1.241
S2 2.011 -0.543 1.171
H1 0.414 3.310 -1.701
H2 -0.461 3.407 -0.150
H3 -1.039 2.318 -1.400
H4 2.119 0.322 -1.181
H5 1.773 1.730 -2.185
H6 0.829 0.139 -3.464
H7 -0.587 0.589 -2.517
H8 1.830 -2.065 -3.184
H9 1.241 -3.069 -1.833
H10 2.192 -1.638 -1.491
H11 0.059 -3.233 -3.842
H12 -1.967 -4.245 -4.746
H13 -4.203 -3.476 -3.974
H14 -4.329 -1.757 -2.184
H15 1.581 4.209 -0.027
H16 3.379 4.927 1.460
H17 4.579 3.253 2.853
H18 3.937 0.868 2.720
O1 -0.677 3.113 2.196
Cl1 -1.805 2.191 1.942
O2 -2.618 2.716 0.844
O3 -2.620 2.089 3.136
O4 -1.434 -0.776 0.352
Br1 -0.194 -1.636 7.682
C17 -0.252 -1.020 5.873
C18 0.325 0.196 5.556
C19 0.280 0.632 4.237
C20 -0.326 -0.129 3.234
C21 -0.904 -1.345 3.600
C22 -0.873 -1.799 4.915
H19 0.795 0.796 6.324
H20 0.719 1.595 3.997
H21 -1.390 -1.959 2.849
H22 -1.321 -2.744 5.194

Forces on atoms 1 to 6 (eV/Å):
V 0.321 -0.794 -0.160
C 0.024 -0.063 0.097
N 0.189 0.199 -0.120
C -0.072 0.017 0.053
C 0.011 0.045 -0.037
N 0.004 0.030 0.055

Results
**HOMO (spin up / spin down)**: -4.9 / -5.0 eV
**Multiplicity**: 3
**Relative energy (zero: lowest compared OMol25 entry of this formula, charge and spin)**: 0.00 kcal/mol
**F_max**: 0.960 eV Å⁻¹
**Orbital gap (spin up / spin down)**: 0.275 / 0.276 Eh
**<S²>**: 2.027
**Total charge**: -1

Atomic partial charges in e from the natural (NBO) method, atoms 1 to 4: 1.252 -0.435 -0.540 -0.224



The following is a quantum chemistry calculation of C22H22GaNPS6Sb as an isolated structure in a non-equilibrium geometry, from the Open Molecules 2025 dataset.

Element x y z (Å)
Ga1 -0.508 -3.954 1.065
N1 0.986 0.989 2.979
C1 0.478 2.235 2.598
C2 0.278 3.206 3.582
C3 -0.357 4.395 3.233
C4 -0.906 4.619 1.943
C5 -0.725 3.646 0.996
C6 0.077 2.531 1.273
P1 0.399 1.216 -0.072
C7 0.681 2.400 -1.472
C8 -0.304 2.966 -2.298
C9 0.010 3.796 -3.331
C10 1.354 4.105 -3.579
C11 2.362 3.556 -2.795
C12 2.015 2.668 -1.801
C13 -1.289 0.601 -0.371
C14 -2.323 0.677 0.540
C15 -3.495 -0.013 0.289
C16 -3.662 -0.761 -0.876
C17 -2.647 -0.875 -1.798
C18 -1.416 -0.243 -1.490
H1 1.036 0.336 2.233
H2 0.558 0.648 3.805
H3 0.573 3.065 4.622
H4 -0.519 5.098 4.045
H5 -1.449 5.517 1.636
H6 -1.181 3.806 0.031
H7 -1.324 2.668 -2.125
H8 -0.712 4.130 -4.043
H9 1.628 4.602 -4.531
H10 3.356 3.852 -3.064
H11 2.767 2.213 -1.179
H12 -2.156 1.181 1.447
H13 -4.332 -0.028 1.008
H14 -4.547 -1.346 -1.023
H15 -2.674 -1.557 -2.641
H16 -0.554 -0.321 -2.073
S1 -1.890 -0.374 3.798
Sb1 -1.150 -2.546 3.857
S2 -2.493 -3.929 2.343
S3 0.832 -2.758 2.504
S4 -0.960 -3.463 5.922
C19 2.784 -6.153 -0.679
C20 1.423 -5.440 -0.674
S5 0.175 -6.133 0.470
C21 1.177 -4.266 -1.313
C22 2.160 -3.685 -2.275
S6 -0.289 -3.320 -1.145
H17 2.867 -6.684 0.283
H18 3.611 -5.432 -0.786
H19 2.872 -7.003 -1.357
H20 2.953 -4.294 -2.670
H21 2.694 -2.862 -1.842
H22 1.755 -3.278 -3.198

Forces on atoms 1 to 6 (eV/Å):
Ga -0.485 -0.548 0.288
N 0.835 2.158 -0.806
C -0.007 -0.873 -0.100
C -0.533 1.103 -0.352
C -0.544 -0.029 -0.113
C 0.234 0.301 1.087

Results
**HOMO**: -2.1 eV
**Relative energy (zero: lowest compared OMol25 entry of this formula, charge and spin)**: 17.10 kcal/mol
**F_max**: 2.450 eV Å⁻¹
**Orbital gap**: 0.227 Eh
**Total charge**: -2

Atomic partial charges in e from the natural (NBO) method, atoms 1 to 4: 1.040 -0.832 0.300 -0.292



The following is a quantum chemistry calculation of C22H22HfN9O2 as an isolated structure, from the Open Molecules 2025 dataset.

Element x y z (Å)
Hf1 -0.043 -0.588 -0.121
C1 -4.400 -0.860 -1.370
C2 -5.050 -0.024 -0.479
C3 -4.321 0.608 0.524
C4 -2.964 0.377 0.612
N1 -2.331 -0.441 -0.259
C5 -3.037 -1.040 -1.230
C6 -2.100 0.993 1.656
C7 -2.574 1.782 2.689
C8 -1.678 2.253 3.637
C9 -0.335 1.914 3.555
C10 0.088 1.131 2.499
N2 -0.786 0.701 1.564
C11 1.480 0.627 2.341
C12 2.531 1.044 3.133
C13 3.775 0.446 2.974
C14 3.937 -0.551 2.024
C15 2.859 -0.884 1.231
N3 1.652 -0.306 1.375
H1 -4.931 -1.372 -2.160
H2 -6.117 0.140 -0.557
H3 -4.823 1.262 1.221
H4 -2.494 -1.690 -1.906
H5 -3.624 2.019 2.774
H6 -2.031 2.866 4.457
H7 0.357 2.247 4.315
H8 2.394 1.816 3.876
H9 4.608 0.754 3.593
H10 4.884 -1.053 1.885
H11 2.950 -1.629 0.450
N4 -0.612 -2.289 1.597
N5 -1.459 -3.137 0.818
C16 -1.042 -3.324 -0.494
O1 -1.537 -4.070 -1.268
O2 -0.046 -2.418 -0.803
H12 0.179 -2.833 1.944
H13 -1.147 -1.970 2.400
H14 -1.863 -3.948 1.273
C17 -1.137 3.230 -3.074
C18 -0.823 2.097 -2.209
N6 -0.572 1.209 -1.527
H15 -1.163 4.132 -2.463
H16 -2.106 3.070 -3.544
H17 -0.363 3.317 -3.836
N7 3.561 -1.881 -4.246
C19 3.205 -0.997 -3.310
C20 2.059 -1.205 -2.497
N8 1.712 -0.299 -1.591
C21 2.464 0.815 -1.456
C22 3.595 0.973 -2.230
N9 3.968 0.086 -3.142
H18 3.027 -2.712 -4.435
H19 4.383 -1.701 -4.801
H20 1.450 -2.095 -2.580
H21 2.170 1.556 -0.723
H22 4.221 1.849 -2.108

Forces on atoms 1 to 6 (eV/Å):
Hf 0.275 0.056 -0.233
C 0.004 -0.012 -0.010
C -0.046 0.021 0.020
C -0.046 -0.046 -0.027
C 0.078 0.104 0.086
N 0.098 -0.033 0.143

Results
**HOMO**: -16.7 eV
**Relative energy (zero: lowest compared OMol25 entry of this formula, charge and spin)**: 0.00 kcal/mol
**F_max**: 0.858 eV Å⁻¹
**Orbital gap**: 0.251 Eh
**Total charge**: +3

Atomic partial charges in e from the natural (NBO) method, atoms 1 to 4: 2.491 -0.204 -0.084 -0.190



Q: Number 5 is which compound?
A: C22H22HfN9O2